Record 1
{"formula": "C42H63F3O12S6", "method": "ωB97M-V/def2-TZVPD", "e_above_lowest_kcal_mol": 23.3, "total_energy_ha": -5229.1978, "lumo_ev": 0.30, "homo_lumo_gap_ev": 9.182, "symbols": ["S", "S", "S", "S", "S", "S", "F", "F", "F", "O", "O", "O", "O", "O", "O", "O", "O", "O", "O", "O", "O", "C", "C", "C", "C", "C", "C", "C", "C", "C", "C", "C", "C", "C", "C", "C", "C", "C", "C", "C", "C", "C", "C", "C", "C", "C", "C", "C", "C", "C", "C", "C", "C", "C", "C", "C", "C", "C", "C", "C", "C", "C", "C", "H", "H", "H", "H", "H", "H", "H", "H", "H", "H", "H", "H", "H", "H", "H", "H", "H", "H", "H", "H", "H", "H", "H", "H", "H", "H", "H", "H", "H", "H", "H", "H", "H", "H", "H", "H", "H", "H", "H", "H", "H", "H", "H", "H", "H", "H", "H", "H", "H", "H", "H", "H", "H", "H", "H", "H", "H", "H", "H", "H", "H", "H", "H"], "coordinates": [[-28.3396, 6.4593, 4.3195], [-21.2777, 3.0902, 1.7943], [-27.6420, 0.9645, 7.1701], [-22.2297, 6.5910, 10.7606], [-21.4223, 0.8195, 9.5288], [-24.6782, 3.8829, 4.6964], [-22.9001, 6.9950, 2.7940], [-21.3025, 0.0025, 5.3043], [-25.4767, 10.0151, 11.5824], [-21.0195, 0.7442, 10.9763], [-28.3045, 0.3527, 8.3002], [-29.7463, 6.7177, 4.5041], [-20.6805, 3.4803, 2.9871], [-27.4684, 5.8760, 5.3148], [-22.3858, 2.1742, 1.7410], [-24.5095, 4.5456, 3.4275], [-21.1737, 2.0431, 8.7674], [-22.5148, 7.8980, 11.3500], [-26.2775, 1.0754, 7.2677], [-21.4605, 6.4546, 9.4673], [-25.9521, 3.2105, 4.9859], [-22.8336, 7.6730, 3.9713], [-21.4329, 5.5959, 11.9155], [-29.0899, 2.0715, 5.3687], [-26.8472, 7.0249, 2.2950], [-21.6822, -1.3065, 8.2354], [-19.9821, 2.3497, 0.8792], [-20.6376, -0.4985, 8.6584], [-22.2960, 4.5193, 12.1863], [-23.2305, 4.5321, 6.7150], [-19.2267, 0.7348, 4.3289], [-22.9302, -0.4906, 8.1650], [-20.0893, -1.5621, 3.9819], [-27.6022, 7.7359, 3.5112], [-20.7675, 4.3158, -0.3799], [-25.1910, 7.8698, 8.5179], [-22.0159, 8.1727, 6.2707], [-18.1323, 0.3734, 3.4529], [-22.0866, 7.2978, 5.0950], [-28.0210, -0.0051, 5.7193], [-27.1626, 7.3189, 9.8967], [-27.5807, 5.8976, 1.8861], [-20.2101, -0.3161, 4.5386], [-26.3830, 7.0422, 8.6703], [-20.3154, 2.8500, -0.5161], [-26.7869, 8.2311, 10.7958], [-23.3773, 9.7970, 5.1824], [-28.2457, 5.2122, 2.9494], [-22.7207, 9.3200, 6.3252], [-23.3710, 2.8414, 5.0792], [-22.3977, 3.6067, 5.8334], [-24.8959, 8.9254, 9.3590], [-21.6928, 4.4641, 0.7166], [-23.3930, 8.9944, 4.0516], [-23.7469, 5.6339, 10.5376], [-28.3699, 2.5441, 6.7068], [-25.5956, 8.9232, 10.6378], [-18.1067, -0.8854, 2.8883], [-24.3695, 4.9610, 6.0255], [-23.0678, 0.4376, 9.4072], [-18.9530, -1.9271, 3.2410], [-28.3362, 0.9116, 4.6650], [-23.3187, 4.2951, 10.9727], [-28.3299, 6.1788, 1.1563], [-24.1794, 3.4791, 11.2462], [-28.9104, -0.7003, 5.9356], [-27.0834, 5.0452, 1.3127], [-23.5530, 1.2739, 9.2906], [-26.8406, 8.2599, 3.9788], [-29.0713, 2.8128, 7.5166], [-22.5589, 5.3085, 7.0886], [-21.4393, 6.3934, 5.1457], [-22.7864, 0.0258, 7.3198], [-29.1623, 4.6927, 2.6722], [-27.3035, 8.5946, 11.6396], [-23.5206, 0.1061, 10.2368], [-25.2804, 4.9697, 6.6086], [-21.7511, 3.4032, 12.4172], [-20.8690, -2.3147, 4.3669], [-19.0448, 2.7044, 1.2544], [-24.2499, 9.7803, 9.1727], [-19.3638, 1.5885, 4.7083], [-24.4736, 6.1089, 11.1599], [-29.9572, 1.7148, 5.8886], [-22.8026, 3.7293, 10.2610], [-29.1151, 0.4842, 3.8518], [-17.4145, 1.1831, 3.3554], [-24.5481, 7.6884, 7.7321], [-23.7093, -1.2261, 8.0584], [-21.2965, 6.1196, 12.7986], [-23.4834, 3.8531, 7.5928], [-21.8000, -1.9744, 9.0110], [-20.5336, 5.3300, 11.4885], [-28.3449, 8.3170, 3.2165], [-29.4647, 2.7729, 4.5148], [-20.0815, 1.4092, 1.0855], [-17.1960, -1.1066, 2.0881], [-23.8505, 2.1253, 5.8197], [-23.7859, 10.8719, 5.1996], [-22.8410, 2.2505, 4.4418], [-21.4212, 7.6888, 6.9258], [-27.4331, 4.4604, 3.2118], [-22.3829, 10.0717, 7.2146], [-25.8374, 6.7672, 2.7344], [-21.1994, 4.4743, -1.3438], [-21.7853, 4.3274, 5.3013], [-21.4853, -1.8646, 7.3790], [-27.1736, -0.5405, 5.3667], [-24.4384, 6.0861, 5.5671], [-26.6279, 7.6948, 1.3682], [-24.2315, 5.6185, 9.6305], [-22.8398, 4.4803, 0.6017], [-21.6079, 3.0716, 6.2877], [-19.8072, -1.2074, 9.3149], [-19.8887, 4.9940, -0.2674], [-23.9125, 9.5624, 3.2425], [-20.0078, -0.1580, 7.9506], [-27.6188, 1.4507, 4.1319], [-28.1990, 6.6806, 9.9854], [-27.5821, 3.3156, 6.5725], [-18.9541, -2.9779, 2.8131], [-19.4506, 2.7421, -1.0571], [-26.4229, 6.0998, 8.0903], [-21.6494, 5.4519, 1.3008], [-20.9477, 1.9991, -1.0021], [-22.6101, 4.9552, 13.2531]], "lowdin_charge": [0.69, 0.62, 0.60, 0.76, 0.73, 0.70, 0.04, 0.04, -0.03, -0.36, -0.32, -0.31, -0.29, -0.32, -0.30, -0.30, -0.31, -0.32, -0.29, -0.36, -0.33, -0.25, -0.33, -0.20, -0.20, -0.29, -0.23, -0.26, -0.23, -0.25, 0.05, -0.16, -0.05, -0.20, -0.24, -0.10, -0.08, -0.08, 0.00, -0.26, -0.09, -0.36, -0.24, -0.03, -0.20, -0.09, -0.10, -0.22, -0.13, -0.24, -0.23, -0.01, -0.24, -0.04, -0.23, -0.19, -0.16, -0.14, -0.28, -0.17, -0.09, -0.27, -0.20, 0.12, 0.17, 0.15, 0.16, 0.05, 0.09, 0.11, 0.11, 0.12, 0.06, 0.11, 0.11, 0.09, 0.08, 0.18, 0.14, 0.11, 0.11, 0.03, 0.10, 0.09, 0.06, 0.17, 0.11, 0.05, 0.13, 0.09, 0.14, 0.11, 0.10, 0.06, 0.14, 0.04, 0.16, 0.14, 0.13, 0.07, 0.06, 0.11, 0.16, 0.11, 0.11, 0.09, 0.11, 0.10, 0.17, 0.16, 0.06, 0.14, 0.11, 0.20, 0.14, 0.12, 0.06, 0.07, 0.15, 0.07, 0.13, 0.07, 0.09, 0.12, 0.16, 0.16]}

Record 2
{"formula": "C42H65F5N2O34S5", "method": "ωB97M-V/def2-TZVPD", "total_energy_ha": -6797.1419, "lumo_ev": -0.88, "homo_lumo_gap_ev": 9.351, "symbols": ["S", "S", "S", "S", "S", "F", "F", "F", "F", "F", "O", "O", "O", "O", "O", "O", "O", "O", "O", "O", "O", "O", "O", "O", "O", "O", "O", "O", "O", "O", "O", "O", "O", "O", "O", "O", "O", "O", "O", "O", "O", "O", "O", "O", "N", "N", "C", "C", "C", "C", "C", "C", "C", "C", "C", "C", "C", "C", "C", "C", "C", "C", "C", "C", "C", "C", "C", "C", "C", "C", "C", "C", "C", "C", "C", "C", "C", "C", "C", "C", "C", "C", "C", "C", "C", "C", "C", "C", "H", "H", "H", "H", "H", "H", "H", "H", "H", "H", "H", "H", "H", "H", "H", "H", "H", "H", "H", "H", "H", "H", "H", "H", "H", "H", "H", "H", "H", "H", "H", "H", "H", "H", "H", "H", "H", "H", "H", "H", "H", "H", "H", "H", "H", "H", "H", "H", "H", "H", "H", "H", "H", "H", "H", "H", "H", "H", "H", "H", "H", "H", "H", "H", "H"], "coordinates": [[-0.1945, 0.7253, -1.6165], [0.5440, -0.9854, -6.7806], [-5.3890, -1.7656, -2.5955], [5.3344, -4.2234, 3.9935], [4.2562, -0.6800, 7.8565], [-1.2122, 3.9227, 4.4475], [1.9772, 3.2973, 0.6608], [-0.6416, -2.0549, 4.0601], [-2.1457, 3.3678, -1.4401], [2.8129, 2.7228, -7.0884], [-3.7757, 3.9796, -2.8389], [2.9224, 7.4273, 0.8160], [0.3341, 0.3357, -7.2708], [6.1115, -3.7178, 2.7000], [-4.2279, -2.6196, -1.9412], [2.7340, 6.0236, -0.9184], [-5.8104, -0.7615, -1.6727], [2.8840, -0.4331, 8.1622], [-3.2555, -3.3204, 5.4531], [-4.0739, -4.3155, 3.6287], [-6.3144, -2.7089, -3.1227], [-2.8317, 5.9920, -2.8202], [5.9063, -3.4586, 5.0476], [-0.3697, -5.5773, 1.4349], [2.2070, 4.9575, 6.4983], [-2.7256, 1.6396, 3.0375], [1.3925, -4.3782, 1.1489], [0.8928, 3.8245, -6.5529], [1.2457, -1.1863, -5.5522], [4.5230, -0.3235, 6.3220], [3.9353, -4.2102, 3.7207], [-1.7753, 3.0439, 1.7115], [1.7464, 5.5206, 1.0216], [-2.7442, -2.5101, 3.4363], [-0.5899, -0.0851, -0.3229], [1.9977, 3.4041, 4.8854], [5.2799, -0.0570, 8.6213], [0.5611, 5.1259, 4.9745], [-0.8687, -1.7069, -6.7402], [-5.0594, 5.8433, -2.9963], [-1.2133, 0.5453, -2.5885], [-1.2537, 3.2416, -6.1362], [0.4153, 2.4950, -4.8459], [0.2477, 2.0366, -1.2517], [0.3686, -4.9018, 0.7467], [-2.7547, 2.5965, 2.2923], [-2.3548, -2.2128, 5.7070], [-5.9695, 4.1646, 3.2973], [-1.7726, 5.0688, -3.0620], [0.9682, -1.0141, 1.2967], [-3.0409, -2.1788, -7.5996], [-0.6415, -4.4369, -3.3382], [-2.4179, 3.7316, -2.7479], [0.4433, -3.7593, -2.8103], [4.5098, -3.1746, 0.8790], [1.2177, -0.2117, -2.1207], [5.6522, -4.0391, 1.3671], [-5.1579, 5.2353, 1.2679], [1.3974, 4.4506, 0.1642], [-0.1028, 3.2100, -5.8535], [-1.7555, -1.4153, -7.8471], [1.4049, -1.9704, -7.9814], [-1.3928, -5.2674, -2.5121], [-4.9063, 3.2689, 3.2344], [0.1124, 0.1710, 0.9264], [5.9862, -5.9013, 4.0994], [0.0339, 4.3131, 3.9491], [2.1349, 3.4051, -6.0951], [-4.5410, -0.9495, -3.9558], [2.1107, 4.7616, -1.1396], [3.4358, 0.0339, 5.4678], [-1.9702, -1.7513, 4.3077], [2.5200, 6.4275, 0.3481], [-6.0185, 5.1855, 2.3646], [-3.9837, 3.4006, 2.2226], [-3.4066, -3.4857, 4.1267], [-0.0274, -4.7018, -0.6552], [-4.0058, 5.3263, -2.9146], [0.8997, 3.0569, 4.0242], [-1.1150, -5.3950, -1.1579], [0.7599, -3.9071, -1.4621], [-3.0160, -1.9916, -1.5412], [1.6124, 4.5160, 5.5767], [-4.0894, 4.3580, 1.2293], [1.8204, 2.3951, -4.9779], [-2.8460, -2.2164, -0.0680], [3.3300, -0.9173, 4.2771], [4.5198, -2.4333, 7.8416], [0.7259, 1.0646, 0.8135], [5.3510, -5.0898, 1.4052], [6.5313, -3.8673, 0.7509], [-0.1159, 4.7849, 2.9872], [2.4576, -1.7100, -7.8827], [2.4537, 0.0034, 5.9413], [-1.2911, -1.7720, -8.7776], [2.8469, -0.3831, 3.4506], [4.8545, -2.2282, 0.4597], [-2.1152, -1.5665, 0.4019], [-0.6628, 0.3767, 1.6619], [-3.2169, -2.2754, -6.5296], [-2.3161, -5.7235, -2.8481], [-1.8352, -0.3435, -8.0268], [0.3499, 2.2814, 4.5535], [-1.6408, -6.1360, -0.5748], [1.2243, -0.9100, 2.3548], [-2.1084, -2.2371, -2.0984], [-2.0255, 2.9535, -3.3993], [4.3284, -1.1441, 3.9009], [1.5640, -3.3188, -1.0420], [1.1442, -3.1785, -3.3969], [1.4724, 4.8375, -2.0232], [3.9211, -2.7873, 8.6839], [-2.9675, -1.4764, 6.2226], [-0.9066, -4.4736, -4.3874], [2.7840, 4.2444, -5.8626], [-5.2095, 6.0129, 0.5199], [2.8342, 3.9933, -1.4088], [0.9509, -1.8523, -8.9558], [2.3691, 2.6722, -4.0734], [-3.7818, -2.2475, 0.4931], [4.0183, -2.8272, 6.9606], [1.2584, 2.7219, 3.0542], [0.3166, 4.3541, 0.2110], [-3.3473, 4.4512, 0.4502], [0.3874, -1.9369, 1.3060], [-1.5569, 5.1100, -4.1351], [2.0687, 1.3532, -5.1701], [-2.0448, -0.6757, 4.1621], [-4.7356, 2.5960, 4.0634], [-6.8175, 5.9194, 2.3939], [5.5608, -2.7103, 7.9305], [3.7063, -3.1078, 1.6060], [2.6995, -1.7766, 4.4864], [-3.0813, -0.9097, -1.6946], [-3.7992, -1.6266, -4.3697], [1.3580, 0.0142, -3.1787], [-4.0276, -0.0967, -3.5186], [-1.5310, -2.6087, 6.2912], [1.8574, -1.0762, 0.6749], [-6.7860, 4.0836, 3.9995], [5.0898, -6.5166, 4.1619], [-5.3266, -0.6746, -4.6511], [4.1017, -3.6655, -0.0137], [1.3941, -2.9917, -7.5988], [3.5492, 1.0740, 5.1626], [6.5045, -5.9641, 5.0502], [-2.4600, -3.1935, 0.2701], [-0.8681, 5.2946, -2.5092], [6.6078, -6.0964, 3.2372], [-2.9200, -3.2064, -7.9497], [0.9113, -1.2549, -2.0925], [2.0817, -0.0494, -1.4865], [-3.8802, -1.7473, -8.1370]], "lowdin_charge": [0.56, 0.57, 0.57, 0.57, 0.57, 0.02, 0.03, 0.03, 0.03, 0.04, 0.15, 0.20, -0.25, -0.27, -0.24, 0.09, -0.26, -0.28, 0.07, 0.19, -0.27, 0.08, -0.27, 0.09, 0.19, 0.07, 0.06, 0.15, -0.28, -0.23, -0.27, 0.05, 0.12, 0.13, -0.27, 0.06, -0.26, 0.14, -0.25, 0.20, -0.25, 0.18, 0.06, -0.28, -0.34, -0.32, -0.02, -0.05, -0.04, -0.05, -0.04, -0.06, -0.30, -0.07, -0.08, -0.09, -0.24, -0.04, -0.28, -0.56, -0.25, -0.11, -0.06, 0.00, -0.22, -0.09, -0.25, -0.28, -0.10, -0.06, -0.26, -0.29, -0.55, -0.07, -0.14, -0.56, -0.15, -0.54, -0.05, 0.00, -0.01, -0.27, -0.54, 0.00, -0.05, -0.05, -0.06, -0.12, 0.10, 0.12, 0.12, 0.15, 0.08, 0.11, 0.11, 0.05, 0.08, 0.06, 0.11, 0.06, 0.12, 0.12, 0.14, 0.13, 0.06, 0.11, 0.15, 0.08, 0.11, 0.10, 0.12, 0.07, 0.14, 0.11, 0.17, 0.11, 0.14, 0.07, 0.13, 0.09, 0.06, 0.12, 0.16, 0.10, 0.07, 0.13, 0.12, 0.15, 0.12, 0.11, 0.07, 0.05, 0.08, 0.09, 0.06, 0.05, 0.06, 0.14, 0.07, 0.11, 0.07, 0.07, 0.08, 0.08, 0.11, 0.07, 0.07, 0.13, 0.07, 0.08, 0.04, 0.08, 0.09]}